1.
{
  "formula": "C4H7N3O",
  "method": "ωB97M-V/def2-TZVPD",
  "symbols": ["C", "C", "C", "N", "N", "C", "N", "O", "H", "H", "H", "H", "H", "H", "H"],
  "xyz": [[0.096, 1.475, -0.389], [-0.420, 0.257, 0.373], [-1.877, 0.007, 0.314], [-2.188, -1.179, 0.019], [-0.970, -1.906, -0.203], [0.044, -1.088, -0.070], [1.345, -1.459, -0.302], [2.232, -0.563, 0.445], [0.888, 2.084, 0.044], [0.524, 1.110, -1.418], [-0.611, 2.247, -0.568], [-0.296, 0.330, 1.520], [-2.542, 0.821, 0.288], [1.545, -2.422, -0.068], [2.232, 0.286, 0.015]],
  "forces_ev_per_a": [[1.8, -0.8, -2.0], [0.4, 0.6, 1.7], [0.7, 0.4, -1.0], [0.4, -0.8, -0.3], [1.0, 0.3, 0.1], [-2.2, -1.1, 0.5], [0.5, 1.9, 0.3], [-0.2, -2.0, 0.5], [0.4, -0.6, 0.6], [-1.0, 0.8, 1.7], [-1.2, 0.2, -0.4], [0.5, 0.0, -1.5], [-1.2, 0.7, 0.6], [0.3, 0.2, 0.2], [-0.2, 0.3, -0.9]],
  "smiles": "C[C@H]1C=NN=C1NO",
  "molar_mass_g_mol": 113.120,
  "de_lowest_kj_mol": 392.9,
  "fmax_ha_per_bohr": 0.053,
  "lumo_ev": 0.55,
  "homo_energy_ev": -9.0
}

***

2.
{
  "formula": "C16H22NO2",
  "method": "ωB97M-V/def2-TZVPD",
  "symbols": ["C", "C", "C", "N", "C", "C", "O", "C", "O", "C", "C", "C", "C", "C", "C", "C", "C", "C", "C", "H", "H", "H", "H", "H", "H", "H", "H", "H", "H", "H", "H", "H", "H", "H", "H", "H", "H", "H", "H", "H", "H"],
  "xyz": [[1.582, -1.820, 3.991], [0.708, -1.109, 2.923], [0.171, 0.247, 3.386], [1.494, -0.863, 1.675], [1.723, -2.059, 0.850], [2.310, -1.681, -0.533], [3.366, -0.741, -0.302], [1.232, -1.013, -1.484], [0.488, -0.037, -0.757], [-0.104, 0.901, -1.549], [0.657, 1.902, -2.103], [0.037, 2.867, -2.898], [-1.370, 2.848, -3.112], [-2.137, 1.903, -2.448], [-3.554, 2.041, -2.445], [-4.347, 1.159, -1.717], [-3.738, 0.180, -0.936], [-2.337, 0.005, -0.927], [-1.513, 0.906, -1.684], [2.370, -1.147, 4.312], [0.964, -2.092, 4.850], [1.994, -2.758, 3.603], [-0.222, -1.707, 2.723], [-0.767, 0.456, 2.874], [-0.030, 0.178, 4.437], [0.920, 1.044, 3.221], [2.391, -0.431, 1.904], [0.958, -0.260, 1.079], [2.415, -2.802, 1.319], [0.765, -2.543, 0.708], [2.637, -2.592, -1.044], [3.854, -0.505, -1.125], [1.721, -0.603, -2.362], [0.527, -1.820, -1.788], [1.749, 1.871, -1.968], [0.622, 3.626, -3.393], [-1.835, 3.603, -3.724], [-3.995, 2.838, -3.024], [-5.426, 1.309, -1.745], [-4.434, -0.527, -0.474], [-1.848, -0.777, -0.312]],
  "forces_ev_per_a": [[-0.7, 0.0, -0.9], [-0.8, -0.3, 1.4], [0.6, -0.1, -0.4], [0.1, -1.3, 0.5], [1.3, -1.2, -1.0], [-0.9, 1.6, -0.9], [0.2, -0.3, -0.2], [0.0, -1.9, 1.2], [0.8, -0.8, 0.5], [-0.5, 1.5, -0.7], [0.3, -0.7, 0.0], [-2.2, 0.3, -0.9], [3.2, 0.5, 0.3], [-1.1, 0.4, 0.1], [-0.4, -1.3, 0.5], [0.6, 1.9, -1.1], [1.3, -1.5, 0.0], [-1.2, 0.2, 0.1], [-0.3, -1.1, 1.3], [0.2, 0.0, 0.1], [0.1, 0.2, -0.1], [0.1, 0.2, 0.1], [1.2, 0.1, -0.4], [0.1, 0.3, -0.1], [-0.2, 0.2, 0.6], [-0.5, -0.2, 0.1], [0.0, 0.2, -0.1], [-0.3, 1.1, -0.7], [-0.6, 0.9, 0.0], [-0.2, -0.1, 0.0], [0.2, 0.0, 0.2], [-0.7, -0.4, 0.8], [0.0, 0.2, -0.1], [0.4, 0.5, -0.1], [-0.6, 0.2, 0.0], [0.1, 0.1, 0.0], [0.0, 0.1, -0.1], [0.0, 0.0, -0.1], [0.3, -0.3, 0.2], [0.7, 0.2, 0.3], [-0.6, 0.6, -0.5]],
  "smiles": "CC(C)[NH2+]C[C@H](O)COc1cccc2ccccc12",
  "molar_mass_g_mol": 260.357,
  "charge": 1,
  "de_lowest_kj_mol": 0.0,
  "fmax_ha_per_bohr": 0.063,
  "lumo_ev": -2.40,
  "homo_energy_ev": -10.6
}

***

3.
{
  "formula": "CH3NOS2",
  "method": "ωB97M-V/def2-TZVPD",
  "symbols": ["C", "N", "O", "S", "S", "H", "H", "H"],
  "xyz": [[-0.312, -0.083, -0.975], [0.195, 1.182, 0.639], [0.015, 0.289, 1.575], [-0.922, -1.528, -0.181], [0.415, -1.343, 1.326], [-1.209, 0.443, -1.496], [0.686, -0.258, -1.360], [1.131, 1.298, 0.471]],
  "forces_ev_per_a": [[-1.3, 1.6, 1.1], [-4.1, -1.2, -3.3], [-0.6, -1.2, 3.1], [-0.1, 0.8, 0.0], [0.6, 0.3, -0.1], [2.3, -0.8, 0.5], [-0.2, 0.6, -0.6], [3.5, -0.1, -0.8]],
  "molar_mass_g_mol": 109.175,
  "de_lowest_kj_mol": 370.8,
  "fmax_ha_per_bohr": 0.104,
  "lumo_ev": 0.11,
  "homo_energy_ev": -8.9
}

***

4.
{
  "formula": "C4H34N3O10",
  "method": "ωB97M-V/def2-TZVPD",
  "symbols": ["N", "C", "C", "C", "N", "C", "N", "H", "H", "H", "H", "H", "H", "H", "H", "H", "H", "H", "H", "H", "H", "H", "H", "O", "H", "H", "O", "H", "H", "O", "H", "H", "O", "H", "H", "O", "H", "H", "O", "H", "H", "O", "H", "H", "O", "H", "H", "O", "H", "H", "O"],
  "xyz": [[-1.598, -1.708, -0.155], [-0.116, -1.668, 0.242], [0.261, -0.256, 0.228], [0.213, 0.523, 1.568], [0.939, -0.083, 2.677], [0.543, -2.407, -0.886], [-0.212, -3.661, -1.140], [-2.101, -1.045, 0.489], [-1.725, -1.081, -1.114], [-1.938, -2.698, -0.446], [0.192, -2.063, 1.270], [-0.389, 0.247, -0.417], [1.333, -0.103, -0.110], [-1.022, 0.455, 1.951], [0.526, 1.491, 1.386], [1.410, 0.657, 3.162], [1.385, -0.933, 2.268], [0.445, -1.811, -1.890], [1.598, -2.495, -0.732], [0.055, -4.262, -0.248], [0.043, -4.245, -1.925], [0.497, 0.503, -3.479], [1.598, -0.462, -3.732], [0.651, -0.271, -3.789], [-0.693, 4.041, 1.254], [-1.245, 2.757, 0.604], [-1.042, 3.659, 0.443], [-1.629, 1.680, 2.513], [-2.798, 1.144, 3.520], [-2.638, 1.718, 2.782], [-3.405, 1.221, -0.243], [-2.859, 0.962, 1.322], [-2.617, 0.889, 0.268], [3.615, -0.538, -1.902], [3.842, -1.804, -1.257], [3.140, -1.110, -1.311], [-2.024, -2.089, 3.236], [-0.806, -1.185, 3.379], [-1.570, -1.360, 2.769], [3.425, 2.253, 1.814], [3.589, 0.924, 2.211], [2.960, 1.726, 2.378], [-2.216, -1.441, -3.304], [-1.735, 0.080, -2.911], [-2.347, -0.719, -2.659], [2.140, 3.176, -0.860], [1.912, 2.097, -1.920], [2.618, 2.552, -1.369], [-0.242, 2.549, -2.639], [-0.239, 2.189, -1.250], [0.277, 2.002, -2.045]],
  "forces_ev_per_a": [[-0.3, 1.4, -1.1], [-0.5, -1.3, -0.1], [3.0, 2.1, 1.5], [-4.5, -3.0, 1.4], [-1.4, -1.4, -1.5], [-0.7, 0.1, -3.4], [1.0, -1.6, 3.8], [-0.2, -1.5, -0.3], [0.4, -2.0, 1.9], [0.7, 1.9, 1.2], [-1.4, -0.3, -1.5], [-0.6, 0.9, -1.2], [-1.2, -0.4, 0.0], [3.7, 0.5, -1.6], [0.5, 2.1, -0.3], [1.2, -0.7, 0.1], [0.6, 1.5, 1.4], [0.2, -0.6, 1.9], [0.4, -0.4, 0.3], [-1.0, 1.0, -2.5], [0.4, 0.4, -0.2], [-1.1, 7.9, 3.3], [-0.4, 0.2, 0.0], [1.6, -8.3, -3.3], [-0.1, -0.1, 0.0], [-0.6, -1.3, 0.5], [0.5, 1.2, -0.7], [-2.8, -0.1, 1.5], [0.3, -0.6, 0.7], [2.2, 0.8, -1.7], [1.0, -0.5, 1.0], [0.3, 0.4, -2.9], [-1.6, 0.5, 1.7], [0.1, 1.2, -0.5], [-1.0, 0.3, 0.3], [1.4, -1.3, 0.0], [0.0, 0.4, -0.4], [-0.4, 0.3, -0.9], [0.0, -0.9, 1.7], [1.6, 3.4, -2.5], [-2.0, 1.5, 1.0], [0.8, -4.5, 1.4], [0.2, 0.8, 0.2], [-1.6, -2.6, 0.2], [1.5, 2.0, -0.5], [-0.7, 1.0, 0.6], [1.3, 1.1, 1.2], [0.6, -1.8, -1.4], [0.2, 0.4, -0.8], [0.4, -0.1, 0.7], [-1.9, -0.1, -0.4]],
  "molar_mass_g_mol": 284.327,
  "charge": 1,
  "de_lowest_kj_mol": 388.6,
  "fmax_ha_per_bohr": 0.176,
  "lumo_ev": -2.49,
  "homo_energy_ev": -12.1
}

***

5.
{
  "formula": "HN3O3S",
  "method": "ωB97M-V/def2-TZVPD",
  "symbols": ["H", "N", "N", "N", "S", "O", "O", "O"],
  "xyz": [[1.008, -0.362, -0.759], [0.272, -0.719, 0.044], [-0.865, -0.225, -0.377], [-1.970, -0.695, 0.321], [-3.437, 0.039, 0.044], [-3.622, 0.662, -1.309], [-3.657, 1.035, 1.108], [-4.431, -1.059, 0.203]],
  "forces_ev_per_a": [[-2.1, -0.7, 2.3], [0.5, 1.1, -2.5], [-2.0, -1.2, 1.6], [3.3, 0.8, -1.3], [-2.3, 0.4, -1.1], [1.0, -0.5, 1.0], [0.6, 0.2, 0.1], [0.9, 0.1, 0.0]],
  "smiles": "[H]/N=N/N=S(=O)([O-])[O-]",
  "molar_mass_g_mol": 123.093,
  "charge": -2,
  "de_lowest_kj_mol": 155.5,
  "fmax_ha_per_bohr": 0.071,
  "lumo_ev": 7.26,
  "homo_energy_ev": 0.5
}

***

6.
{
  "formula": "C4H4ClNO2S",
  "method": "ωB97M-V/def2-TZVPD",
  "symbols": ["C", "C", "N", "C", "C", "Cl", "S", "O", "O", "H", "H", "H", "H"],
  "xyz": [[2.161, 0.592, 0.199], [0.805, -0.080, 0.122], [0.509, -1.272, 0.035], [-0.806, -1.604, -0.321], [-1.783, -0.730, -0.074], [-3.467, -0.790, 0.176], [-0.996, 0.957, 0.075], [-1.455, 1.748, 1.195], [-1.376, 1.511, -1.175], [2.739, 0.238, 1.082], [2.074, 1.698, 0.221], [2.669, 0.255, -0.703], [-1.074, -2.522, -0.831]],
  "forces_ev_per_a": [[-0.6, 0.0, 0.5], [-0.6, 2.2, 0.5], [0.8, -0.5, -1.1], [-2.8, -0.4, 0.1], [1.4, 1.2, 1.1], [0.5, -0.2, -0.7], [-1.0, -1.3, 1.2], [1.2, -0.9, 0.4], [0.6, 0.6, -2.0], [-0.5, 0.2, -0.5], [0.0, -0.8, 0.0], [0.2, 0.2, 0.0], [0.7, -0.4, 0.5]],
  "smiles": "CC1=NC=C(Cl)S1(=O)=O",
  "molar_mass_g_mol": 165.601,
  "de_lowest_kj_mol": 140.5,
  "fmax_ha_per_bohr": 0.055,
  "lumo_ev": -0.57,
  "homo_energy_ev": -9.7
}